1.
# C29H24Cl2GeN3SY

A molecular structure, C29H24Cl2GeN3SY (the ωB97M-V functional and the def2-TZVPD basis, the Open Molecules 2025 dataset).

```
61
Properties=species:S:1:pos:R:3:lowdin_spin:R:1
Y -0.06 -0.85 0.62 0.225
N -4.18 -2.05 0.01 0.000
C -4.42 -0.90 -0.74 0.000
C -5.58 -0.46 -1.37 0.000
C -5.48 0.74 -2.04 0.000
C -4.28 1.46 -2.07 0.000
C -3.14 1.01 -1.44 0.000
C -3.21 -0.21 -0.76 0.002
N -2.26 -0.94 -0.02 0.005
C -2.92 -2.02 0.42 0.000
C -2.25 -3.09 1.17 0.000
C -2.77 -4.24 1.67 0.000
S -1.54 -5.17 2.39 0.000
C -0.41 -3.99 2.01 0.001
N -0.89 -2.94 1.38 0.003
H -4.86 -2.77 0.21 0.000
H -6.50 -1.03 -1.33 0.000
H -6.35 1.14 -2.54 0.000
H -4.25 2.41 -2.59 0.000
H -2.23 1.59 -1.49 0.000
H -3.79 -4.59 1.65 0.000
H 0.64 -4.10 2.27 0.000
Cl 1.83 -1.51 2.71 0.027
C 0.82 -0.73 3.97 0.001
Cl -0.61 0.06 3.25 0.003
H 1.43 0.04 4.44 0.000
H 0.49 -1.49 4.66 0.000
C -0.16 -1.84 -3.39 0.020
C 0.73 -2.38 -2.46 0.001
C 1.36 -1.52 -1.57 0.019
C 1.11 -0.12 -1.56 0.077
C 0.21 0.38 -2.50 0.024
C -0.40 -0.48 -3.41 0.000
Ge 2.09 0.96 -0.26 0.295
C 0.98 2.38 0.37 0.057
C 1.46 3.58 0.89 0.034
C 0.57 4.52 1.41 -0.004
C -0.79 4.26 1.43 0.038
C -1.29 3.06 0.93 -0.003
C -0.40 2.14 0.40 0.032
C 3.96 0.80 -0.01 0.047
C 4.75 0.17 -0.98 0.029
C 6.12 0.09 -0.80 -0.002
C 6.70 0.63 0.35 0.036
C 5.91 1.25 1.31 -0.002
C 4.54 1.34 1.14 0.026
H -0.65 -2.49 -4.11 0.001
H 0.95 -3.44 -2.46 0.000
H 2.18 -1.93 -0.95 0.002
H 0.01 1.44 -2.55 0.001
H -1.08 -0.07 -4.16 0.000
H 2.52 3.80 0.89 0.001
H 0.95 5.46 1.79 -0.001
H -1.47 5.00 1.84 0.002
H -2.36 2.87 0.93 -0.001
H -0.84 1.27 -0.09 0.002
H 4.31 -0.24 -1.88 0.001
H 6.74 -0.38 -1.54 -0.001
H 7.77 0.58 0.49 0.002
H 6.37 1.67 2.20 -0.001
H 3.94 1.83 1.89 0.001
```

Output
E_LUMO (spin up / spin down) (eV): -9.15 / -9.85
Charge: +3
Kohn-Sham gap (spin up / spin down) (eV): 6.16 / 6.82
2S+1: 2
HOMO energy (spin up / spin down) (eV): -15.31 / -16.67

***

2.
# C21H56B3F12N7O7

10 unconnected molecules or ions with the total composition C21H56B3F12N7O7 at a distorted geometry (the ωB97M-V functional and the def2-TZVPD basis, the Open Molecules 2025 dataset).

```
106
Properties=species:S:1:pos:R:3:mulliken_charge:R:1
C 1.42 8.12 -6.71 -0.971
C 0.44 8.01 -5.61 0.655
O 0.17 8.95 -4.83 -0.412
N -0.17 6.57 -5.49 -0.178
H -1.00 6.51 -6.06 0.356
H 0.52 5.92 -5.84 0.300
C -0.61 6.04 -4.05 -0.820
H 1.14 7.36 -7.44 0.366
H 2.38 7.80 -6.31 0.309
H 1.39 9.11 -7.16 0.322
H -1.01 6.89 -3.49 0.418
H 0.31 5.64 -3.63 0.315
H -1.36 5.26 -4.13 0.327
C -7.70 -2.16 -4.85 -1.001
C -6.84 -1.94 -3.66 0.512
O -5.72 -1.41 -3.78 -0.426
N -7.39 -2.34 -2.28 -0.178
H -8.33 -2.61 -2.52 0.396
H -6.98 -3.22 -2.01 0.337
C -7.23 -1.27 -1.18 -0.762
H -7.46 -3.21 -5.01 0.330
H -7.44 -1.41 -5.60 0.317
H -8.77 -2.05 -4.71 0.421
H -7.61 -1.56 -0.20 0.335
H -7.90 -0.49 -1.54 0.338
H -6.23 -0.92 -1.43 0.380
C 1.16 4.92 4.97 -0.977
C -0.17 4.17 5.36 0.433
O -0.29 3.65 6.37 -0.398
N -1.40 4.36 4.45 -0.205
H -1.05 4.67 3.56 0.391
H -1.78 3.44 4.30 0.355
C -2.46 5.23 5.20 -0.693
H 1.44 4.59 3.98 0.395
H 1.87 4.57 5.72 0.323
H 1.09 6.00 5.13 0.342
H -1.96 6.11 5.60 0.317
H -2.67 4.51 5.99 0.378
H -3.21 5.35 4.42 0.334
C 4.84 -1.85 5.09 -1.010
C 4.79 -1.57 6.59 0.507
O 3.80 -1.79 7.25 -0.425
N 6.04 -0.90 7.24 -0.169
H 6.65 -0.54 6.52 0.391
H 5.67 -0.12 7.77 0.369
C 6.99 -1.92 7.91 -0.738
H 3.92 -2.38 4.85 0.311
H 5.72 -2.39 4.76 0.370
H 4.79 -0.92 4.51 0.361
H 7.87 -1.30 8.09 0.375
H 7.18 -2.75 7.23 0.319
H 6.51 -2.23 8.84 0.338
C 5.73 -1.46 -3.67 -1.091
C 5.43 -0.57 -2.44 0.578
O 5.77 -0.90 -1.34 -0.421
N 4.78 0.77 -2.70 -0.085
H 4.76 1.01 -3.68 0.369
H 3.85 0.82 -2.31 0.333
C 5.52 1.96 -1.99 -0.830
H 4.80 -1.84 -4.08 0.340
H 6.37 -2.28 -3.36 0.333
H 6.33 -0.97 -4.45 0.391
H 4.77 2.64 -1.58 0.366
H 6.31 2.42 -2.57 0.346
H 6.03 1.61 -1.09 0.356
C -1.33 -8.97 -3.54 -0.996
C -1.54 -7.53 -3.90 0.463
O -1.69 -7.21 -5.11 -0.399
N -1.67 -6.55 -2.74 -0.094
H -2.64 -6.52 -2.46 0.349
H -1.19 -6.95 -1.95 0.404
C -1.01 -5.22 -2.95 -0.826
H -2.28 -9.30 -3.13 0.329
H -0.62 -9.03 -2.71 0.374
H -0.88 -9.50 -4.38 0.326
H -0.77 -4.76 -1.99 0.396
H -1.59 -4.60 -3.64 0.335
H -0.01 -5.38 -3.36 0.338
C -2.03 -4.38 4.52 -0.963
C -2.90 -5.42 5.17 0.559
O -3.36 -5.28 6.31 -0.383
N -3.26 -6.69 4.36 -0.220
H -3.95 -6.49 3.65 0.354
H -2.48 -6.81 3.74 0.385
C -3.49 -7.92 5.34 -0.741
H -1.37 -4.81 3.77 0.361
H -1.35 -4.05 5.30 0.307
H -2.61 -3.58 4.06 0.308
H -2.47 -8.07 5.70 0.349
H -3.96 -8.71 4.76 0.340
H -4.01 -7.72 6.27 0.345
B 2.42 2.73 -6.79 0.605
F 1.33 2.28 -6.24 -0.366
F 3.32 1.70 -7.04 -0.424
F 2.03 3.41 -7.87 -0.396
F 2.96 3.60 -5.95 -0.400
B 0.20 0.67 -0.05 0.658
F -1.07 0.81 0.45 -0.391
F 0.75 -0.58 0.33 -0.464
F 0.20 0.65 -1.39 -0.352
F 1.08 1.62 0.52 -0.444
B -0.50 8.52 1.18 0.588
F -1.86 8.68 0.95 -0.389
F 0.09 9.55 0.45 -0.396
F -0.26 8.86 2.49 -0.405
F -0.06 7.24 0.95 -0.394
```

Output
E_LUMO (eV): -9.07
Charge: +4
Kohn-Sham gap (eV): 4.73
HOMO energy (eV): -13.80

***

3.
# C25H47BIIrN8

A molecular structure, C25H47BIIrN8 at a distorted geometry (the ωB97M-V functional and the def2-TZVPD basis, the Open Molecules 2025 dataset).

```
83
Properties=species:S:1:pos:R:3:lowdin_spin:R:1
Ir -0.45 -0.23 0.30 2.331
C 2.20 4.06 0.27 0.003
C 1.40 3.03 1.01 0.014
C 0.87 3.20 2.27 0.012
C 0.26 2.00 2.56 0.028
N 0.43 1.15 1.53 0.148
N 1.10 1.79 0.57 0.025
B 1.56 1.14 -0.77 0.022
N 0.41 0.92 -1.82 0.028
N -0.51 -0.04 -1.74 0.149
C -1.29 0.02 -2.84 0.034
C -0.82 1.03 -3.66 0.011
C 0.26 1.57 -2.99 0.013
C 1.12 2.68 -3.51 0.003
C -2.47 -0.88 -3.12 0.004
C -2.24 -1.65 -4.43 0.002
C -2.67 -1.89 -1.97 0.021
C -3.74 -0.02 -3.25 0.002
N 2.12 -0.23 -0.44 0.019
N 1.32 -1.13 0.12 0.145
C 2.05 -2.25 0.32 0.019
C 3.35 -2.04 -0.13 0.006
C 3.35 -0.74 -0.60 0.006
C 4.52 -0.02 -1.20 0.002
C 1.47 -3.51 0.94 0.004
C 0.96 -3.18 2.36 0.064
C 0.31 -4.01 0.08 0.011
C 2.53 -4.63 1.05 0.003
C -0.48 1.66 3.85 0.003
C 0.47 1.81 5.05 0.001
C -1.67 2.64 4.01 0.001
C -1.02 0.22 3.80 0.024
H 2.30 4.99 0.87 0.000
H 1.68 4.31 -0.68 0.000
H 3.21 3.67 0.05 0.000
H 0.93 4.08 2.89 0.002
H 2.39 1.83 -1.27 0.002
H -1.22 1.34 -4.62 0.002
H 0.76 3.02 -4.50 0.001
H 2.17 2.33 -3.61 0.000
H 1.08 3.54 -2.81 0.000
H -1.32 -2.28 -4.35 0.000
H -2.11 -0.96 -5.29 0.000
H -3.10 -2.32 -4.65 0.000
H -1.77 -2.53 -1.86 0.003
H -3.55 -2.54 -2.17 0.000
H -2.84 -1.36 -1.01 0.013
H -3.65 0.71 -4.09 0.000
H -3.93 0.55 -2.31 0.001
H -4.63 -0.65 -3.45 0.000
H 4.18 -2.72 -0.12 0.001
H 5.41 -0.68 -1.22 0.001
H 4.74 0.88 -0.60 0.000
H 4.27 0.28 -2.24 0.000
H 0.17 -2.40 2.31 0.047
H 1.78 -2.80 3.00 0.002
H 0.52 -4.08 2.84 0.002
H -0.49 -3.24 0.01 0.010
H -0.14 -4.93 0.51 0.001
H 0.65 -4.24 -0.95 0.000
H 3.39 -4.30 1.68 0.000
H 2.92 -4.90 0.04 0.001
H 2.10 -5.54 1.51 0.000
H 0.87 2.84 5.12 0.000
H 1.33 1.11 4.94 0.000
H -0.05 1.57 6.00 0.000
H -1.32 3.69 4.07 0.000
H -2.23 2.41 4.94 0.000
H -2.37 2.55 3.15 0.000
H -0.18 -0.50 3.70 0.009
H -1.72 0.08 2.94 0.013
H -1.57 -0.02 4.74 0.001
N -2.09 1.42 -1.30 0.007
N -1.38 1.56 -0.09 0.141
H -2.60 2.31 -1.49 0.004
H -2.79 0.65 -1.16 0.001
H -2.04 1.79 0.68 0.009
H -0.66 2.31 -0.21 0.012
I -3.63 -0.38 1.72 0.085
C -2.43 -0.96 0.05 0.244
H -2.87 -0.54 -0.88 0.010
H -2.41 -2.07 -0.03 0.020
H -0.46 -1.37 1.60 0.196
```

Output
E_LUMO (spin up / spin down) (eV): 0.33 / -0.55
Charge: 0
Kohn-Sham gap (spin up / spin down) (eV): 4.01 / 6.74
2S+1: 5
HOMO energy (spin up / spin down) (eV): -3.68 / -7.29

***

4.
# C5H8N2

2 unconnected molecules or ions with the total composition C5H8N2 at a distorted geometry (the ωB97M-V functional and the def2-TZVPD basis, the Open Molecules 2025 dataset).

```
15
Properties=species:S:1:pos:R:3:mulliken_charge:R:1
C 0.90 1.53 -1.57 0.505
C 0.57 0.48 1.21 -1.155
C 0.78 -0.74 0.74 0.342
C -0.29 1.65 -0.86 -0.321
C -0.20 -1.87 0.86 -1.092
N 1.96 1.65 -2.02 -0.435
N -1.38 1.09 -1.27 -0.234
H -0.32 0.72 1.77 0.264
H 1.31 1.25 1.14 0.395
H 1.69 -0.97 0.19 0.355
H 0.29 -2.73 1.31 0.342
H -0.56 -2.17 -0.13 0.230
H -1.05 -1.58 1.47 0.314
H -2.24 1.25 -0.76 0.264
H -1.47 0.46 -2.08 0.226
```

Output
E_LUMO (eV): 0.05
Charge: 0
Kohn-Sham gap (eV): 8.56
HOMO energy (eV): -8.52

***

5.
# C39H40ClCrN4OP2

A molecular structure, C39H40ClCrN4OP2 at a distorted geometry (the ωB97M-V functional and the def2-TZVPD basis, the Open Molecules 2025 dataset).

```
88
Properties=species:S:1:pos:R:3:lowdin_spin:R:1
Cr -0.27 0.43 0.38 1.106
Cl -2.90 5.78 -3.82 -0.005
C -2.43 4.34 -3.02 -0.012
C -2.37 3.13 -3.74 0.004
C -2.00 1.97 -3.11 -0.009
C -1.65 1.94 -1.74 0.006
O -1.33 0.84 -1.16 -0.016
C -1.72 3.18 -1.02 -0.010
C -1.59 3.18 0.39 0.002
N -1.07 2.21 1.09 -0.013
C -1.38 2.16 2.45 0.003
C -1.56 3.25 3.28 -0.003
C -2.05 3.08 4.58 0.001
C -2.37 1.83 5.04 -0.003
C -2.16 0.69 4.24 0.000
C -2.44 -0.62 4.68 -0.001
C -2.18 -1.66 3.82 0.000
C -1.69 -1.40 2.54 -0.001
N -1.44 -0.18 2.08 -0.008
C -1.65 0.86 2.93 0.001
C -2.11 4.36 -1.68 0.005
H -2.62 3.12 -4.79 0.000
H -1.95 1.04 -3.66 0.000
H -2.06 4.00 0.93 0.000
H -1.31 4.25 2.95 0.000
H -2.20 3.94 5.20 0.000
H -2.79 1.69 6.03 0.000
H -2.84 -0.77 5.67 0.000
H -2.35 -2.68 4.12 0.000
H -1.51 -2.22 1.87 0.000
H -2.16 5.29 -1.14 0.000
N 0.92 -2.34 1.02 0.002
P 0.10 -1.84 -0.40 -0.006
C -1.47 -2.76 -0.31 -0.001
C -2.69 -2.12 -0.51 0.000
C -3.87 -2.83 -0.38 0.000
C -3.84 -4.18 -0.07 0.000
C -2.63 -4.83 0.11 0.000
C -1.44 -4.13 -0.02 0.000
C 0.90 -2.87 -1.68 -0.003
C 2.18 -3.40 -1.58 -0.001
C 2.66 -4.23 -2.58 0.000
C 1.87 -4.54 -3.67 -0.001
C 0.61 -3.99 -3.80 0.000
C 0.13 -3.15 -2.81 -0.001
C 1.44 -1.45 1.92 0.002
C 2.30 -1.91 2.93 0.000
C 2.88 -1.00 3.78 0.001
C 2.57 0.36 3.63 0.000
C 1.70 0.72 2.63 0.004
N 1.13 -0.15 1.78 0.002
H 1.19 -3.31 1.14 0.000
H -2.70 -1.06 -0.75 0.000
H -4.81 -2.33 -0.53 0.000
H -4.76 -4.73 0.05 0.000
H -2.60 -5.88 0.34 0.000
H -0.49 -4.64 0.11 0.000
H 2.81 -3.19 -0.72 0.000
H 3.65 -4.65 -2.49 0.000
H 2.24 -5.21 -4.44 0.000
H -0.01 -4.22 -4.65 0.000
H -0.86 -2.71 -2.91 0.000
H 2.52 -2.96 3.01 0.000
H 3.57 -1.32 4.54 0.000
H 3.01 1.10 4.27 0.000
H 1.44 1.76 2.47 0.001
C 2.47 4.23 -1.59 -0.001
C 1.61 3.44 -0.61 -0.004
P 1.56 1.61 -0.88 -0.029
C 1.49 1.47 -2.73 -0.005
C 1.06 0.10 -3.23 -0.001
C 3.30 1.17 -0.44 -0.004
C 3.65 -0.29 -0.69 0.000
H 2.39 5.29 -1.35 0.000
H 2.14 4.10 -2.61 0.000
H 3.52 3.97 -1.52 0.000
H 0.59 3.81 -0.66 0.000
H 1.97 3.59 0.41 0.000
H 2.49 1.72 -3.11 -0.001
H 0.79 2.22 -3.08 0.000
H 1.76 -0.67 -2.93 0.000
H 1.01 0.10 -4.32 0.000
H 0.08 -0.15 -2.85 0.000
H 3.43 1.40 0.62 0.000
H 3.96 1.82 -1.01 -0.001
H 2.88 -0.94 -0.27 0.000
H 4.60 -0.54 -0.23 0.000
H 3.73 -0.50 -1.76 0.000
```

Output
E_LUMO (spin up / spin down) (eV): -6.96 / -6.32
Charge: +2
Kohn-Sham gap (spin up / spin down) (eV): 6.31 / 6.94
2S+1: 2
HOMO energy (spin up / spin down) (eV): -13.27 / -13.26

***

6.
# C43H49N4P2Ti

A molecular structure, C43H49N4P2Ti at a distorted geometry (the ωB97M-V functional and the def2-TZVPD basis, the Open Molecules 2025 dataset).

```
99
Properties=species:S:1:pos:R:3:lowdin_spin:R:1
Ti 0.33 0.10 0.11 1.431
C -0.80 1.29 2.70 0.003
C 0.04 0.23 3.42 0.007
C 0.02 -1.16 2.82 0.037
C -0.01 -2.23 3.70 -0.003
C 0.04 -3.54 3.24 0.045
C 0.09 -3.73 1.86 -0.002
C 0.09 -2.63 1.04 0.040
N 0.07 -1.35 1.47 0.019
N -0.23 1.82 1.46 0.007
C -1.18 2.64 0.71 0.010
C -0.66 2.75 -0.70 0.037
C -0.95 3.84 -1.49 -0.003
C -0.41 3.94 -2.76 0.044
C 0.46 2.93 -3.16 -0.002
C 0.72 1.87 -2.32 0.040
N 0.15 1.74 -1.10 0.019
C 0.97 2.63 1.70 0.007
C 2.19 1.75 1.68 0.042
C 3.40 2.21 2.16 -0.001
C 4.48 1.34 2.22 0.054
C 4.26 0.01 1.86 -0.002
C 3.03 -0.37 1.37 0.048
N 2.00 0.50 1.20 0.017
H -1.75 0.82 2.45 0.000
H -0.99 2.12 3.41 0.000
H 1.07 0.56 3.55 0.002
H -0.39 0.14 4.42 0.000
H -0.06 -2.04 4.76 -0.001
H 0.04 -4.37 3.92 0.003
H 0.12 -4.72 1.43 -0.001
H 0.13 -2.77 -0.03 0.003
H -2.17 2.17 0.71 0.002
H -1.30 3.64 1.16 0.001
H -1.59 4.62 -1.09 -0.001
H -0.64 4.77 -3.40 0.003
H 0.95 2.97 -4.12 -0.001
H 1.42 1.10 -2.61 0.002
H 1.07 3.38 0.90 0.002
H 0.90 3.17 2.66 0.001
H 3.48 3.23 2.52 -0.001
H 5.45 1.68 2.55 0.004
H 5.04 -0.72 1.94 -0.001
H 2.84 -1.40 1.08 0.003
C -1.79 0.60 -5.93 0.000
C -0.47 0.41 -5.58 0.000
C -0.14 -0.29 -4.43 0.000
C -1.15 -0.81 -3.62 0.003
C -2.48 -0.64 -4.01 0.000
C -2.80 0.07 -5.15 0.000
P -0.86 -1.71 -2.04 0.008
C -1.46 -3.35 -2.65 0.001
C -2.00 -4.26 -1.75 0.000
C -2.61 -5.42 -2.19 0.000
C -2.67 -5.71 -3.54 0.000
C -2.08 -4.84 -4.45 0.000
C -1.48 -3.67 -4.01 0.000
C 0.96 -1.83 -2.09 0.017
C 1.67 -2.72 -2.89 -0.001
C 3.04 -2.56 -3.00 0.023
C 3.66 -1.50 -2.35 -0.001
C 2.94 -0.66 -1.52 0.019
C 1.56 -0.83 -1.30 0.002
H -2.04 1.16 -6.82 0.000
H 0.32 0.78 -6.21 0.000
H 0.89 -0.46 -4.19 0.000
H -3.26 -1.11 -3.42 0.000
H -3.84 0.20 -5.43 0.000
H -1.97 -4.06 -0.69 0.000
H -3.05 -6.11 -1.48 0.000
H -3.19 -6.59 -3.90 0.000
H -2.10 -5.06 -5.50 0.000
H -1.04 -3.01 -4.74 0.000
H 1.16 -3.51 -3.42 -0.001
H 3.61 -3.25 -3.60 0.001
H 4.72 -1.33 -2.49 -0.001
H 3.48 0.15 -1.03 0.001
C -4.32 1.83 2.21 0.000
C -4.34 0.43 1.58 0.002
P -3.00 -0.03 0.34 0.005
C -3.70 0.71 -1.23 0.000
C -4.33 2.10 -1.20 0.000
C -3.56 -1.80 0.05 0.001
C -5.02 -2.19 0.16 0.000
H -5.20 1.93 2.84 0.000
H -4.36 2.61 1.46 0.000
H -3.45 2.00 2.84 0.000
H -5.30 0.29 1.09 0.000
H -4.27 -0.31 2.39 0.000
H -4.43 0.01 -1.63 0.000
H -2.85 0.74 -1.93 0.000
H -5.23 2.12 -0.58 0.000
H -4.63 2.37 -2.21 0.000
H -3.64 2.86 -0.86 0.000
H -2.97 -2.41 0.75 0.000
H -3.21 -2.03 -0.96 0.000
H -5.39 -2.12 1.18 0.000
H -5.12 -3.23 -0.15 0.000
H -5.67 -1.60 -0.49 0.000
```

Output
E_LUMO (spin up / spin down) (eV): -2.46 / -2.26
Charge: +1
Kohn-Sham gap (spin up / spin down) (eV): 5.38 / 8.09
2S+1: 3
HOMO energy (spin up / spin down) (eV): -7.84 / -10.35

***

7.
# C12H14F5IN2OPtTe

A molecular structure, C12H14F5IN2OPtTe at a distorted geometry (the ωB97M-V functional and the def2-TZVPD basis, the Open Molecules 2025 dataset).

```
37
Properties=species:S:1:pos:R:3:lowdin_spin:R:1
C 1.88 0.57 4.06 0.181
C 1.90 -0.91 3.91 0.161
H 2.24 0.87 3.06 0.079
H 2.35 0.92 5.00 0.001
H 0.75 0.72 4.02 0.012
H 1.39 -1.07 2.93 0.011
H 2.86 -1.38 3.99 0.004
H 1.12 -0.93 4.66 0.064
C 0.33 2.60 -0.91 0.037
C 0.20 3.48 -1.99 0.013
C 0.11 2.92 -3.29 0.020
C 0.10 1.54 -3.48 0.009
H 0.44 2.94 0.14 0.005
H 0.21 4.56 -1.84 0.001
H 0.04 3.57 -4.16 0.001
H 0.15 1.03 -4.43 0.001
N 0.29 1.27 -1.17 0.206
C 0.07 0.69 -2.38 0.030
C -0.07 -0.77 -2.37 0.021
N 0.06 -1.37 -1.16 0.204
C -0.14 -2.68 -0.87 0.038
C -0.53 -2.97 -3.23 0.011
C -0.48 -3.52 -1.94 0.012
H -0.06 -3.02 0.19 0.005
H -0.69 -4.59 -1.76 0.001
C -0.25 -1.62 -3.46 0.014
H -0.14 -1.14 -4.41 0.002
H -0.78 -3.60 -4.09 0.000
Pt 1.06 -0.13 -0.01 1.555
I 3.26 -0.42 0.48 0.931
F -3.69 0.58 0.59 0.024
Te -2.45 0.34 2.04 0.011
F -1.48 0.12 3.67 0.001
F -2.12 2.24 2.06 0.004
F -3.94 0.69 3.22 -0.002
F -2.95 -1.48 2.13 0.008
O -1.07 -0.03 0.83 0.321
```

Output
E_LUMO (spin up / spin down) (eV): -7.88 / -12.58
Charge: +2
Kohn-Sham gap (spin up / spin down) (eV): 8.32 / 3.84
2S+1: 5
HOMO energy (spin up / spin down) (eV): -16.19 / -16.42